Entry 1:
This record from OMol25 describes a molecular structure, C29H29IN7O4Zn in a non-equilibrium geometry. The level of theory is ωB97M-V with the def2-TZVPD basis set.

Element x y z (Å)
1 Zn 0.043 -0.063 0.002
2 C 1.582 -3.529 -1.035
3 C 1.479 -2.169 -0.403
4 N 0.555 -1.803 0.424
5 N -0.574 -2.648 0.459
6 C -1.524 -2.044 -0.239
7 O -1.470 -0.900 -0.839
8 C -2.813 -2.792 -0.466
9 C -2.947 -4.070 0.083
10 C -4.095 -4.821 -0.116
11 C -5.139 -4.306 -0.873
12 C -5.023 -3.039 -1.423
13 C -3.869 -2.291 -1.220
14 C 2.434 -1.105 -0.861
15 C 3.721 -1.395 -1.308
16 C 4.511 -0.357 -1.757
17 C 3.997 0.928 -1.767
18 C 2.706 1.131 -1.317
19 N 1.915 0.155 -0.860
20 H 0.845 -4.215 -0.627
21 H 2.571 -3.959 -0.850
22 H 1.429 -3.448 -2.114
23 H -2.134 -4.475 0.671
24 H -4.170 -5.810 0.320
25 H -6.038 -4.890 -1.034
26 H -5.827 -2.624 -2.018
27 H -3.788 -1.308 -1.662
28 H 4.097 -2.408 -1.294
29 H 5.520 -0.546 -2.103
30 H 4.586 1.764 -2.120
31 H 2.261 2.113 -1.316
32 N 0.867 2.064 2.346
33 C 1.018 2.542 1.137
34 O 0.715 1.917 0.084
35 C 1.532 3.981 1.037
36 I 3.574 4.082 1.614
37 H 0.525 0.820 2.447
38 H 1.385 2.496 3.106
39 H 0.924 4.625 1.669
40 H 1.423 4.327 0.008
41 C -5.345 1.531 6.162
42 C -5.118 2.589 5.113
43 C -3.852 2.825 4.593
44 C -3.650 3.790 3.614
45 C -4.720 4.523 3.121
46 N -4.593 5.507 2.119
47 C -3.511 5.835 1.336
48 O -3.325 6.999 1.004
49 N -2.646 4.854 0.935
50 C -2.895 3.503 0.599
51 C -4.152 2.965 0.441
52 C -4.246 1.633 0.110
53 C -3.087 0.892 -0.064
54 N -1.829 1.373 0.055
55 C -1.798 2.681 0.374
56 C -5.985 4.314 3.664
57 C -6.182 3.353 4.641
58 H -4.411 1.051 6.450
59 H -6.015 0.757 5.782
60 H -5.786 1.970 7.059
61 H -3.001 2.257 4.948
62 H -2.641 3.961 3.264
63 H -5.286 6.237 2.127
64 H -1.767 5.233 0.620
65 H -5.052 3.556 0.550
66 H -5.213 1.164 -0.017
67 H -3.157 -0.139 -0.313
68 H -0.820 3.091 0.472
69 H -6.836 4.886 3.309
70 H -7.179 3.194 5.035
71 O 0.037 -0.046 1.869

Results
Energy relative to the best compared isomer or geometry (same formula, charge and spin) = 141.9 kcal/mol
HOMO-LUMO gap = 4.781 eV
HOMO energy = -2.546 eV
Lowest unoccupied orbital energy = 2.2 eV
Spin multiplicity = 1
Net charge = -1

The computed Mulliken charges, all in e, follow: 0.1730 -1.7587 0.9043 0.5279 -0.7221 0.7322 -1.0134 0.2535 -0.3088 -0.7125 -0.2890 -0.9081 0.0081 0.3910 -0.8284 -0.2463 -0.9875 -0.0862 0.0609 0.3795 0.4625 0.3089 0.4788 0.3645 0.3688 0.3734 0.6451 0.2732 0.4041 0.3923 0.6591 -0.2975 0.5771 -0.4690 -1.3663 -0.0043 0.3006 0.1859 0.4954 0.4788 -1.4273 0.8886 -0.9850 -0.2575 0.4447 -0.0334 0.2756 -0.7324 0.0412 0.1353 -0.5071 -1.1905 -0.2895 0.1903 -0.3533 -0.5616 -0.6859 0.3437 0.3090 0.3411 0.3193 0.5834 0.2390 0.2167 0.5329 0.4591 0.3197 0.4240 0.3530 0.3638 -0.9584

---

Entry 2:
This record from OMol25 describes a molecular structure, C37H46N3O3S7SiY in a non-equilibrium geometry. The level of theory is ωB97M-V with the def2-TZVPD basis set.

Element x y z (Å)
1 Y -0.036 -0.287 -0.148
2 C 1.176 2.981 -1.569
3 C 2.394 2.096 -1.288
4 N 2.246 1.294 -0.066
5 C 2.597 1.991 1.174
6 C 1.586 3.033 1.656
7 S -0.160 2.486 1.680
8 C -0.968 3.648 0.530
9 C -1.175 3.121 -0.894
10 N -0.081 2.259 -1.343
11 H 1.256 3.340 -2.598
12 H 1.193 3.857 -0.923
13 H 3.289 2.729 -1.240
14 H 2.511 1.406 -2.121
15 H 2.893 0.514 -0.150
16 H 3.562 2.505 1.069
17 H 2.707 1.234 1.951
18 H 1.640 3.952 1.076
19 H 1.833 3.277 2.688
20 H -0.394 4.574 0.550
21 H -1.941 3.847 0.978
22 H -1.314 3.985 -1.558
23 H -2.088 2.531 -0.924
24 H -0.353 1.826 -2.221
25 C 0.166 -0.771 2.138
26 Si 0.546 -2.566 2.398
27 C 2.012 -2.872 1.210
28 N 1.700 -2.581 -0.210
29 C 0.910 -3.713 -0.780
30 C 1.340 -4.078 -2.194
31 C 2.781 -4.597 -2.181
32 C 3.672 -3.697 -1.301
33 C 2.954 -2.389 -0.976
34 C 1.174 -3.020 4.122
35 C 2.431 -2.598 4.562
36 C 2.863 -2.846 5.856
37 C 2.038 -3.523 6.743
38 C 0.784 -3.947 6.329
39 C 0.359 -3.696 5.032
40 C -0.951 -3.645 2.020
41 C -0.851 -5.036 1.943
42 C -1.970 -5.824 1.723
43 C -3.219 -5.233 1.577
44 C -3.339 -3.854 1.652
45 C -2.215 -3.070 1.875
46 H 0.965 -0.162 2.583
47 H -0.757 -0.481 2.655
48 H 2.427 -3.884 1.324
49 H 2.799 -2.180 1.529
50 H -0.155 -3.467 -0.750
51 H 1.045 -4.604 -0.155
52 H 1.257 -3.213 -2.852
53 H 0.664 -4.842 -2.580
54 H 3.164 -4.636 -3.202
55 H 2.791 -5.619 -1.797
56 H 4.612 -3.464 -1.802
57 H 3.928 -4.206 -0.369
58 H 2.723 -1.858 -1.899
59 H 3.612 -1.747 -0.384
60 H 3.087 -2.065 3.880
61 H 3.841 -2.507 6.176
62 H 2.371 -3.718 7.754
63 H 0.133 -4.470 7.018
64 H -0.622 -4.031 4.714
65 H 0.117 -5.513 2.066
66 H -1.871 -6.901 1.668
67 H -4.095 -5.847 1.411
68 H -4.309 -3.385 1.542
69 H -2.334 -1.996 1.950
70 O -9.103 3.847 0.107
71 C -8.531 2.878 -0.641
72 O -9.092 2.468 -1.616
73 C -7.207 2.362 -0.175
74 C -6.825 1.094 -0.606
75 C -5.634 0.532 -0.182
76 C -4.798 1.251 0.668
77 S -3.289 0.552 1.259
78 C -5.154 2.536 1.070
79 C -6.357 3.083 0.660
80 H -8.588 4.035 0.896
81 H -7.492 0.554 -1.265
82 H -5.353 -0.460 -0.505
83 H -4.489 3.094 1.717
84 H -6.602 4.093 0.972
85 C 2.050 -1.023 -6.256
86 S 0.517 -0.047 -6.204
87 C -0.493 -1.066 -5.192
88 C -0.402 -1.147 -3.845
89 S 0.797 -0.373 -2.869
90 S -1.618 -2.160 -3.081
91 C -2.432 -2.704 -4.522
92 S -3.683 -3.753 -4.502
93 S -1.768 -2.002 -5.957
94 H 2.769 -0.429 -6.818
95 H 1.868 -1.967 -6.764
96 H 2.409 -1.184 -5.243
97 O -2.932 0.210 -1.360
98 C -2.361 0.048 -0.312

Results
Energy relative to the best compared isomer or geometry (same formula, charge and spin) = 6.6 kcal/mol
HOMO-LUMO gap = 7.352 eV
HOMO energy = -7.384 eV
Lowest unoccupied orbital energy = 0.0 eV
Spin multiplicity = 1
Net charge = 0

The computed Mulliken charges, all in e, follow: -1.1565 -0.9187 -0.9777 0.3516 -0.9282 -0.8273 0.1325 -0.6909 -0.8456 0.2187 0.4048 0.3991 0.4704 0.3523 0.0104 0.4777 0.3751 0.3450 0.5283 0.5665 0.3454 0.4419 0.2068 0.1837 -0.7184 -0.1784 -1.1346 1.2528 -0.1071 -0.5798 -0.8448 -0.9386 -0.6910 0.6883 -0.4259 -0.6480 -0.4791 -0.7109 -0.2327 0.5585 -0.0075 -0.8123 -0.6094 -0.6341 -0.1105 0.3739 0.7068 0.3947 0.6155 0.0665 0.0839 -0.0986 0.5101 0.3995 0.3324 0.4746 0.2539 0.1695 0.4464 0.2351 0.3994 0.3744 0.3947 0.3249 0.4649 0.4043 0.3803 0.4786 0.1493 -0.4688 0.6328 -0.5435 0.8190 -0.8334 -0.5069 0.4953 -0.2237 -0.6135 -1.0190 0.2997 0.4341 0.4592 0.4334 0.2656 -0.5513 -0.1623 0.4068 -0.6072 -0.1241 0.3443 -0.0650 -0.2649 -0.1983 0.3526 0.2772 0.0381 -0.4620 0.9490

---

Entry 3:
This record from OMol25 describes 3 unconnected molecules or ions with the total composition CH9N5 in a non-equilibrium geometry. The level of theory is ωB97M-V with the def2-TZVPD basis set.

Element x y z (Å)
1 C -7.524 -6.374 -2.941
2 N -7.844 -5.178 -3.414
3 N 8.900 3.427 3.381
4 N 8.379 4.296 3.759
5 N -7.306 -4.037 -2.892
6 N 8.573 6.820 3.355
7 H -6.722 -6.552 -2.216
8 H -7.852 -7.316 -3.444
9 H -8.548 -4.871 -4.122
10 H 7.911 5.988 3.578
11 H 8.928 7.350 4.165
12 H -7.839 -3.198 -2.636
13 H -6.513 -4.278 -2.272
14 H 8.070 7.547 2.808
15 H 9.387 6.377 2.890

Results
Energy relative to the best compared isomer or geometry (same formula, charge and spin) = 9.6 kcal/mol
HOMO-LUMO gap = 10.034 eV
HOMO energy = -16.403 eV
Lowest unoccupied orbital energy = -6.4 eV
Spin multiplicity = 1
Net charge = +2

The computed Mulliken charges, all in e, follow: -0.0378 0.1313 -0.0677 0.0466 -0.4671 -0.5960 0.2353 0.2720 0.3166 0.4677 0.3670 0.2881 0.2616 0.3815 0.4008

---

Entry 4:
This record from OMol25 describes a single C5H7NO molecule in a non-equilibrium geometry. The level of theory is ωB97M-V with the def2-TZVPD basis set.

Element x y z (Å)
1 C -1.164 0.904 0.263
2 C 0.073 0.409 0.360
3 C 1.192 1.189 1.007
4 C 0.240 -0.995 -0.123
5 N 0.092 -1.224 -1.575
6 C -1.016 -1.530 -0.946
7 O -2.159 -1.868 -1.130
8 H -2.018 0.258 0.078
9 H -1.371 1.959 0.386
10 H 0.824 2.177 1.303
11 H 2.081 1.316 0.380
12 H 1.515 0.685 1.930
13 H 1.067 -1.564 0.338
14 H 0.652 -1.672 -2.273

Results
Energy relative to the best compared isomer or geometry (same formula, charge and spin) = 64.8 kcal/mol
HOMO-LUMO gap = 9.891 eV
HOMO energy = -9.138 eV
Lowest unoccupied orbital energy = 0.8 eV
Spin multiplicity = 1
Net charge = 0

The computed Mulliken charges, all in e, follow: -0.9420 0.6673 -1.1789 -0.2453 -0.2775 0.4115 -0.5391 0.2710 0.2713 0.3296 0.3035 0.2997 0.3725 0.2565

---

Entry 5:
This record from OMol25 describes a single C19H22N2O4S molecule. The level of theory is ωB97M-V with the def2-TZVPD basis set.

Element x y z (Å)
1 C -2.964 -3.238 -0.968
2 C -3.039 -1.775 -0.653
3 C -2.077 -1.171 0.148
4 C -2.138 0.172 0.460
5 C -3.171 0.957 -0.045
6 N -3.285 2.325 0.239
7 C -2.317 3.258 0.459
8 O -2.605 4.371 0.850
9 C -0.914 2.847 0.149
10 C 0.084 3.071 1.091
11 C 1.382 2.670 0.828
12 C 1.668 2.073 -0.382
13 S 3.330 1.524 -0.722
14 O 4.025 1.271 0.511
15 O 3.927 2.437 -1.655
16 N 3.115 0.091 -1.582
17 C 3.179 -1.133 -0.810
18 C 1.800 -1.435 -0.199
19 C 1.842 -2.692 0.680
20 C 2.275 -2.134 2.041
21 C 1.928 -0.635 1.951
22 O 1.367 -0.409 0.664
23 C 0.704 1.909 -1.356
24 C -0.597 2.291 -1.088
25 C -4.154 0.355 -0.826
26 C -4.085 -0.992 -1.125
27 H -1.933 -3.544 -1.137
28 H -3.354 -3.821 -0.133
29 H -3.552 -3.477 -1.851
30 H -1.264 -1.760 0.544
31 H -1.380 0.602 1.094
32 H -4.229 2.686 0.306
33 H -0.172 3.539 2.030
34 H 2.173 2.796 1.551
35 H 3.741 0.113 -2.371
36 H 3.916 -1.027 -0.005
37 H 3.470 -1.957 -1.463
38 H 1.061 -1.489 -1.005
39 H 0.845 -3.129 0.745
40 H 2.527 -3.444 0.295
41 H 3.345 -2.269 2.194
42 H 1.749 -2.619 2.861
43 H 1.173 -0.331 2.681
44 H 2.818 -0.009 2.077
45 H 0.979 1.466 -2.299
46 H -1.368 2.156 -1.832
47 H -4.973 0.951 -1.203
48 H -4.854 -1.439 -1.738

Results
Energy relative to the best compared isomer or geometry (same formula, charge and spin) = 34.1 kcal/mol
HOMO-LUMO gap = 8.971 eV
HOMO energy = -8.543 eV
Lowest unoccupied orbital energy = 0.4 eV
Spin multiplicity = 1
Net charge = 0

The computed Mulliken charges, all in e, follow: -1.5154 0.5194 -0.4043 -0.2011 0.2482 -0.0557 -0.0889 -0.6535 -0.1383 -0.5785 -0.6280 0.3080 1.4094 -0.6458 -0.7714 -0.3492 -1.1940 0.2618 -0.6994 -0.7072 -0.5436 -0.0468 -0.5355 0.0484 -0.7764 -0.5756 0.3288 0.3131 0.3584 0.4993 0.4745 0.2612 0.4238 0.5171 0.3014 0.4268 0.4614 0.3670 0.2184 0.4157 0.3229 0.3626 0.3442 0.2211 0.5044 0.4219 0.4082 0.3612